# 1
The following is a quantum chemistry calculation of C37H35N7O7STi as an isolated structure at a distorted geometry, from OMol25.

Each line ends with the Mulliken charge.
Atoms and positions in Å:
Ti  -0.659  0.434  -0.358  0.211
O  -3.722  0.075  2.833  -0.709
C  -4.675  -0.445  2.024  0.290
C  -5.790  -1.025  2.629  -0.726
C  -6.796  -1.569  1.858  -0.350
C  -6.716  -1.549  0.468  -0.871
C  -5.613  -0.982  -0.133  -0.515
C  -4.576  -0.425  0.622  0.317
C  -3.387  0.142  -0.047  1.395
O  -2.467  0.690  0.698  -1.198
N  -3.289  0.072  -1.352  -1.360
N  -2.070  0.656  -1.732  1.395
C  -2.021  1.346  -2.821  -0.837
C  -1.042  2.387  -2.982  0.434
C  -0.958  3.073  -4.208  -0.730
C  -0.198  4.204  -4.344  -0.814
C  0.488  4.703  -3.227  -0.501
C  0.427  4.064  -2.017  -0.400
C  -0.311  2.871  -1.870  0.659
O  -0.352  2.284  -0.685  -0.095
H  -3.049  0.453  2.223  0.498
H  -5.840  -1.029  3.709  0.432
H  -7.657  -2.013  2.343  0.387
H  -7.508  -1.973  -0.134  0.402
H  -5.530  -0.954  -1.211  0.419
H  -2.810  1.224  -3.561  0.392
H  -1.523  2.694  -5.052  0.420
H  -0.140  4.715  -5.295  0.401
H  1.078  5.607  -3.321  0.424
H  0.954  4.439  -1.150  0.446
C  -1.074  -1.175  4.834  -0.969
O  -0.750  -1.457  3.473  -0.379
C  -0.495  -0.466  2.630  0.474
O  -0.353  -0.750  1.444  0.147
N  -0.394  0.782  3.126  0.516
N  -0.079  1.902  2.358  -0.719
H  -1.252  -2.142  5.293  0.294
H  -1.986  -0.576  4.888  0.339
H  -0.241  -0.687  5.344  0.301
H  -0.637  0.973  4.080  0.346
H  0.770  1.748  1.825  0.035
H  -0.841  2.140  1.734  0.269
N  -2.713  -2.328  -2.714  -0.286
C  -1.506  -2.763  -2.314  0.469
N  -0.835  -2.325  -1.282  0.025
C  0.318  -3.105  -1.105  -1.058
C  1.225  -3.002  -0.051  0.281
C  2.285  -3.888  0.008  -0.900
C  2.486  -4.858  -0.971  -0.630
C  1.606  -4.969  -2.030  -0.600
C  0.529  -4.097  -2.074  0.706
S  -0.773  -4.070  -3.230  -0.361
H  -3.148  -1.530  -2.247  0.232
H  -3.079  -2.649  -3.591  0.186
H  1.092  -2.252  0.703  0.377
H  2.971  -3.822  0.840  0.619
H  3.329  -5.533  -0.901  0.392
H  1.741  -5.724  -2.793  0.391
C  2.468  2.029  4.585  -0.670
O  2.997  2.053  3.275  -0.432
C  3.377  0.850  2.726  0.773
C  3.876  -0.210  3.461  -0.533
C  4.326  -1.351  2.806  -1.036
C  4.278  -1.410  1.424  -0.667
C  3.760  -0.358  0.682  -0.575
C  3.304  0.786  1.324  0.650
N  2.820  1.923  0.672  0.115
C  3.000  2.241  -0.669  -1.010
C  2.619  1.525  -1.787  0.763
C  3.025  2.002  -3.081  -0.976
C  2.627  1.407  -4.237  -0.763
C  1.770  0.276  -4.206  -0.928
C  1.310  -0.183  -3.001  -0.176
C  1.698  0.425  -1.784  -0.010
O  1.188  0.002  -0.643  0.533
H  3.239  1.821  5.331  0.367
H  1.674  1.280  4.664  0.084
H  2.058  3.020  4.766  0.290
H  3.937  -0.138  4.538  0.359
H  4.727  -2.176  3.379  0.407
H  4.646  -2.283  0.902  0.673
H  3.723  -0.427  -0.395  0.254
H  2.877  2.724  1.284  0.379
H  3.467  3.206  -0.836  0.395
H  3.679  2.866  -3.115  0.396
H  2.969  1.795  -5.188  0.373
H  1.478  -0.215  -5.125  0.478
H  0.635  -1.027  -2.935  0.172

HOMO level (spin up / spin down)	-4.96 / -5.21	eV
E_LUMO (spin up / spin down)	-0.83 / -0.59	eV
net charge	0
energy relative to the best compared isomer or geometry (same formula, charge and spin)	0.0	kcal per mole


# 2
The following is a quantum chemistry calculation of C37H36AsI2N3OPZr as an isolated structure, from OMol25.

Each line ends with the Mulliken charge.
Atoms and positions in Å:
Zr  1.809  1.366  -0.513  0.016
I  3.298  -2.320  -3.808  0.159
C  4.405  -1.428  -2.310  -0.642
C  5.711  -1.886  -2.000  -0.143
C  6.473  -1.304  -1.021  -0.344
I  8.382  -2.030  -0.655  0.245
C  5.942  -0.209  -0.267  0.478
C  6.605  0.487  0.755  -0.524
C  5.975  1.529  1.411  -1.418
C  4.677  1.867  1.063  -0.325
N  3.996  1.242  0.094  0.916
C  4.636  0.220  -0.575  0.388
C  3.894  -0.376  -1.605  0.440
O  2.660  0.178  -1.771  -0.477
H  6.110  -2.717  -2.566  0.390
H  7.615  0.205  1.024  0.288
H  6.478  2.079  2.192  0.485
H  4.167  2.670  1.583  0.605
N  2.384  3.061  -2.007  -0.367
C  1.971  4.438  -1.613  -0.483
C  2.221  4.599  -0.129  -0.619
N  1.526  3.484  0.583  -0.400
H  3.402  3.016  -2.075  0.344
H  2.054  2.849  -2.949  0.340
H  0.909  4.543  -1.838  0.226
H  2.511  5.192  -2.183  0.459
H  1.873  5.571  0.220  0.488
H  3.287  4.528  0.092  0.292
H  0.521  3.672  0.573  0.274
H  1.773  3.489  1.572  0.294
C  -1.589  -1.727  -0.046  -0.092
C  -1.368  -2.985  0.762  -1.340
As  -3.076  -4.001  1.067  0.159
C  -3.720  -3.983  -0.773  0.424
C  -3.531  -5.172  -1.476  -0.608
C  -3.923  -5.278  -2.804  -0.642
C  -4.522  -4.201  -3.438  -0.544
C  -4.730  -3.016  -2.742  -0.829
C  -4.331  -2.906  -1.418  0.009
C  -4.056  -2.515  1.874  0.194
C  -5.332  -2.146  1.458  -0.415
C  -6.039  -1.160  2.136  -0.682
C  -5.486  -0.538  3.245  -0.585
C  -4.226  -0.920  3.688  -0.591
C  -3.519  -1.904  3.009  -0.323
P  -0.072  -0.664  -0.101  0.440
C  -0.649  0.880  -0.973  -0.543
C  -1.381  1.938  -0.406  -0.311
C  -1.825  2.993  -1.193  -0.605
C  -1.536  3.024  -2.555  -0.600
C  -0.796  2.000  -3.133  -0.988
C  -0.346  0.938  -2.352  0.647
C  0.225  0.018  1.564  0.836
C  1.592  0.200  1.849  -0.755
C  2.005  0.844  3.021  -1.040
C  1.048  1.291  3.918  -0.906
C  -0.306  1.075  3.662  -0.784
C  -0.723  0.453  2.492  -0.793
H  -2.380  -1.096  0.371  0.341
H  -1.840  -1.947  -1.086  0.665
H  -0.965  -2.771  1.754  0.457
H  -0.682  -3.668  0.261  0.534
H  -3.088  -6.028  -0.981  0.375
H  -3.778  -6.209  -3.335  0.431
H  -4.847  -4.289  -4.466  0.415
H  -5.225  -2.184  -3.227  0.426
H  -4.534  -1.987  -0.880  0.561
H  -5.792  -2.634  0.607  0.708
H  -7.034  -0.892  1.805  0.439
H  -6.048  0.214  3.783  0.449
H  -3.816  -0.484  4.592  0.504
H  -2.564  -2.234  3.407  0.398
H  -1.642  1.914  0.645  0.533
H  -2.426  3.778  -0.751  0.519
H  -1.908  3.836  -3.168  0.490
H  -0.600  2.004  -4.198  0.581
H  0.193  0.117  -2.820  0.433
H  2.337  -0.349  1.258  1.218
H  3.058  0.930  3.256  0.690
H  1.351  1.764  4.843  0.484
H  -1.044  1.386  4.391  0.530
H  -1.781  0.276  2.327  0.704

HOMO level	-14.37	eV
E_LUMO	-10.09	eV
net charge	+3
energy relative to the best compared isomer or geometry (same formula, charge and spin)	10.8	kcal per mole